(1)
# C10H10Br2

2 unconnected molecules or ions with the total composition C10H10Br2 (ωB97M-V with the def2-TZVPD basis set, OMol25).

For the lowest unoccupied orbital energy, the calculation gives 0.50 eV. Its spin multiplicity is 1. The highest occupied orbital energy comes out at -8.841 eV. The HOMO-LUMO gap is 9.3 eV. The total charge is 0.

```
22
Properties=species:S:1:pos:R:3:mulliken_charge:R:1
C -0.976 0.228 1.115 -0.851
C -0.558 -0.855 0.534 0.264
C -1.228 -1.431 -0.782 -0.399
C -2.562 -1.702 -1.104 -0.511
Br -3.003 -2.683 -2.710 -0.177
C 0.825 -1.290 0.647 0.368
C 1.176 -1.763 1.939 -0.354
C 2.486 -2.164 2.290 -0.663
C 3.372 -2.213 1.208 -0.433
C 3.113 -1.645 0.009 -0.572
C 1.877 -1.174 -0.315 -0.078
H -1.971 0.642 0.959 0.278
H -0.398 0.703 1.864 0.379
H -0.548 -1.789 -1.467 0.382
H -3.376 -1.458 -0.407 0.388
H 0.427 -1.792 2.686 0.438
H 2.834 -2.616 3.207 0.350
H 4.266 -2.670 1.440 0.431
H 3.723 -1.558 -0.811 0.402
H 1.822 -0.639 -1.276 0.362
Br -1.996 3.769 -2.430 -0.207
H -2.651 4.991 -2.595 0.202
```

---

(2)
# C53H63F3N5O2

2 unconnected molecules or ions with the total composition C53H63F3N5O2 (ωB97M-V with the def2-TZVPD basis set, OMol25).

For the lowest unoccupied orbital energy, the calculation gives -3.97 eV. Its spin multiplicity is 1. The highest occupied orbital energy comes out at -9.750 eV. The HOMO-LUMO gap is 5.8 eV. The total charge is +1.

```
126
Properties=species:S:1:pos:R:3:mulliken_charge:R:1
C -2.954 -1.039 -3.783 -0.798
N -1.565 -0.644 -4.005 0.638
C -1.301 -0.132 -5.356 -0.750
C -0.552 -1.057 -3.223 -1.461
C 0.762 -1.263 -3.881 1.262
C 1.523 -0.184 -4.402 -0.439
C 2.681 -0.408 -5.125 -1.117
C 3.169 -1.704 -5.251 -0.051
C 4.559 -1.870 -5.785 0.893
F 4.976 -3.171 -5.800 -0.285
F 4.737 -1.380 -7.053 -0.266
F 5.433 -1.169 -4.971 -0.230
C 2.421 -2.793 -4.810 -0.800
C 1.205 -2.558 -4.181 -0.230
H -3.588 -0.226 -4.160 0.375
H -3.197 -1.965 -4.339 0.331
H -3.154 -1.191 -2.720 0.222
H -2.231 0.329 -5.725 0.332
H -0.522 0.640 -5.337 0.346
H -0.982 -0.940 -6.044 0.371
H -0.825 -1.705 -2.380 0.700
H 1.211 0.853 -4.231 0.437
H 3.239 0.427 -5.574 0.373
H 2.798 -3.803 -4.956 0.573
H 0.582 -3.404 -3.883 0.535
C 3.985 -0.364 0.536 -1.805
C 3.444 -0.670 -0.867 2.621
C 2.663 0.536 -1.358 0.232
C 4.650 -0.807 -1.799 -2.602
C 2.573 -1.968 -0.894 -0.071
C 3.104 -3.098 -1.517 -0.116
C 2.320 -4.201 -1.812 -1.969
C 1.043 -4.308 -1.274 0.008
C 0.589 -3.368 -0.355 -0.286
C -0.590 -3.801 0.572 1.967
C -0.142 -3.761 2.037 -1.138
C -1.032 -5.252 0.336 -2.319
C -1.806 -2.926 0.319 -1.019
C 1.290 -2.113 -0.302 -0.760
N 0.782 -1.029 0.523 2.388
C -0.163 -0.063 0.263 -0.626
C -0.696 0.143 -1.013 1.387
C -1.939 0.879 -1.170 0.300
C -3.056 0.586 -0.327 0.250
C -4.083 1.494 -0.185 -0.299
C -3.986 2.728 -0.863 -0.752
N -4.660 3.857 -0.316 1.198
O -4.438 4.984 -0.810 -0.654
O -5.410 3.682 0.678 -0.624
C -3.035 2.935 -1.874 -0.767
C -2.050 1.987 -2.059 -0.674
N -0.281 0.662 1.464 1.997
C -1.154 1.751 1.857 -1.865
C -2.249 1.562 2.757 1.213
C -2.723 0.311 3.571 2.009
C -2.629 0.617 5.076 -1.718
C -1.957 -0.968 3.333 -1.146
C -4.194 0.045 3.219 -1.739
C -3.079 2.664 3.021 -0.404
C -3.005 3.825 2.273 -1.736
C -1.932 3.993 1.405 0.048
C -0.879 3.074 1.404 0.492
C 0.482 3.631 0.883 1.915
C 0.552 5.165 0.963 -2.140
C 0.644 3.221 -0.570 -1.479
C 1.663 3.119 1.698 -1.109
C 0.647 0.100 2.364 -0.412
C 1.025 0.551 3.708 2.144
C 0.547 1.706 4.383 -0.983
C 1.070 2.049 5.632 -1.066
C 2.072 1.270 6.224 -0.717
C 2.549 0.117 5.578 -0.855
C 2.022 -0.241 4.340 -1.123
N 1.247 -0.936 1.820 -2.306
H 4.519 -1.234 0.945 0.394
H 4.664 0.503 0.491 0.434
H 3.179 -0.105 1.230 0.267
H 2.262 0.355 -2.360 -1.199
H 1.834 0.760 -0.689 -0.533
H 3.298 1.436 -1.396 0.870
H 4.343 -1.051 -2.821 0.515
H 5.212 0.134 -1.852 0.394
H 5.345 -1.574 -1.442 0.456
H 4.140 -3.098 -1.849 0.393
H 2.708 -4.978 -2.473 0.417
H 0.421 -5.163 -1.535 0.514
H 0.252 -2.792 2.336 -0.138
H -0.972 -4.019 2.711 0.426
H 0.664 -4.492 2.186 0.472
H -1.472 -5.393 -0.656 0.486
H -0.199 -5.949 0.464 0.437
H -1.798 -5.531 1.070 0.407
H -2.231 -3.145 -0.669 0.435
H -2.579 -3.088 1.084 0.731
H -1.535 -1.871 0.310 -0.159
H 0.043 0.069 -1.836 -0.716
H -3.072 -0.351 0.241 0.620
H -4.932 1.316 0.473 0.521
H -3.060 3.852 -2.456 0.499
H -1.300 2.109 -2.848 0.504
H -3.248 1.470 5.371 0.322
H -2.954 -0.251 5.666 0.447
H -1.592 0.840 5.349 0.339
H -1.845 -1.174 2.265 -0.582
H -0.971 -0.937 3.802 0.146
H -2.497 -1.815 3.784 0.894
H -4.324 -0.039 2.134 0.195
H -4.542 -0.889 3.680 0.500
H -4.856 0.848 3.558 0.352
H -3.868 2.595 3.776 0.474
H -3.762 4.602 2.391 0.425
H -1.907 4.888 0.771 0.281
H 0.332 5.514 1.978 0.382
H 1.574 5.480 0.714 0.438
H -0.127 5.656 0.257 0.498
H 0.445 2.153 -0.664 0.122
H -0.080 3.726 -1.220 0.327
H 1.664 3.414 -0.930 0.597
H 1.757 2.032 1.638 -0.205
H 2.594 3.553 1.307 0.638
H 1.557 3.397 2.753 0.350
H -0.211 2.341 3.920 1.042
H 0.696 2.947 6.134 0.466
H 2.487 1.561 7.187 0.418
H 3.336 -0.502 6.019 0.453
H 2.385 -1.121 3.804 0.386
```

---

(3)
# C10H23N3

2 unconnected molecules or ions with the total composition C10H23N3 (ωB97M-V with the def2-TZVPD basis set, OMol25).

For the lowest unoccupied orbital energy (spin up / spin down), the calculation gives -9.51 / -10.81 eV. Its spin multiplicity is 1. The highest occupied orbital energy (spin up / spin down) comes out at -17.417 / -16.680 eV. The HOMO-LUMO gap (spin up / spin down) is 7.9 / 5.9 eV. The total charge is +2.

```
36
Properties=species:S:1:pos:R:3:mulliken_charge:R:1
C 2.137 -0.270 0.792 -0.963
C 2.290 0.243 -0.590 -0.511
C 0.899 0.242 1.469 0.208
C 0.871 0.131 -1.385 -0.422
C -0.532 0.008 0.584 -1.588
C -1.720 -2.158 1.069 0.201
C 0.770 -0.362 2.888 -1.178
C 1.035 0.721 -2.808 -1.089
C -2.538 -1.641 2.050 -0.746
C -0.247 2.052 -0.625 -0.892
N -0.773 -1.382 0.417 0.232
N -2.196 0.151 -1.939 -0.644
N -0.196 0.730 -0.619 0.559
H 2.122 -1.329 0.953 0.417
H 2.992 0.182 1.323 0.364
H 2.453 1.338 -0.583 0.324
H 2.952 -0.419 -1.241 0.407
H 0.846 1.342 1.522 0.560
H 0.582 -0.913 -1.652 0.358
H -1.295 0.450 1.162 1.103
H -1.744 -3.228 0.703 0.420
H 1.406 0.293 3.578 0.327
H 1.157 -1.381 2.634 0.391
H -0.272 -0.510 3.183 0.320
H 1.696 0.050 -3.430 0.360
H 1.509 1.774 -2.662 0.303
H 0.016 0.902 -3.189 0.331
H -3.573 -2.079 2.330 0.376
H -2.876 0.371 -1.319 0.213
H -2.454 -0.596 2.432 0.258
H -0.810 2.574 -1.597 0.321
H -0.688 2.639 0.221 0.427
H 0.793 2.422 -0.653 0.371
H -0.006 -1.949 -0.012 0.333
H -2.072 -0.874 -2.089 0.253
H -2.536 0.474 -2.916 0.296
```

---

(4)
# C34H28Cl2IrN5O2

A molecular structure, C34H28Cl2IrN5O2 (ωB97M-V with the def2-TZVPD basis set, OMol25).

For the lowest unoccupied orbital energy (spin up / spin down), the calculation gives -3.08 / -4.56 eV. Its spin multiplicity is 2. The expectation value of S² is 0.780. The highest occupied orbital energy (spin up / spin down) comes out at -10.219 / -10.176 eV. The HOMO-LUMO gap (spin up / spin down) is 7.1 / 5.6 eV. The total charge is +1.

```
72
Properties=species:S:1:pos:R:3:lowdin_spin:R:1
Ir 0.407 -0.407 -0.690 0.431
C -3.533 5.568 -0.486 0.005
C -2.662 4.370 -0.242 0.030
C -1.744 4.339 0.810 -0.006
C -0.968 3.225 1.035 0.032
C -1.067 2.078 0.234 0.015
N -0.259 0.959 0.539 0.310
C -0.227 0.674 1.925 0.010
C -1.372 0.915 2.705 0.048
C -1.409 0.638 4.052 -0.009
C -0.311 0.064 4.692 0.051
C -0.346 -0.274 6.153 0.009
C 0.805 -0.223 3.922 -0.009
C 0.858 0.092 2.575 0.047
N 2.054 -0.136 1.883 0.006
C 3.309 -0.139 2.391 -0.001
C 4.165 -0.480 1.379 0.004
C 3.341 -0.665 0.261 0.001
N 2.076 -0.429 0.573 0.006
C -1.949 2.132 -0.837 0.030
C -2.722 3.262 -1.071 -0.003
N -2.119 1.021 -1.693 0.003
C -3.214 0.678 -2.395 0.001
C -2.848 -0.314 -3.275 0.003
C -1.490 -0.516 -3.036 0.002
N -1.055 0.282 -2.054 -0.001
H -3.781 6.065 0.450 0.001
H -4.456 5.289 -0.991 0.000
H -3.016 6.294 -1.118 0.002
H -1.636 5.202 1.455 -0.001
H -0.249 3.223 1.842 0.000
H -2.254 1.303 2.218 0.001
H -2.315 0.837 4.610 -0.001
H -1.024 0.385 6.692 0.001
H 0.645 -0.199 6.599 0.001
H -0.694 -1.299 6.296 0.004
H 1.648 -0.727 4.379 -0.001
H 3.500 0.118 3.417 0.000
H 5.235 -0.567 1.426 0.000
H 3.605 -0.948 -0.742 0.000
H -3.382 3.280 -1.929 -0.001
H -4.163 1.156 -2.228 0.000
H -3.474 -0.817 -3.989 0.000
H -0.803 -1.181 -3.526 0.000
Cl -3.407 -6.809 0.227 0.000
C -2.494 -5.339 0.365 0.000
C -2.460 -4.668 1.607 0.001
C -1.760 -3.508 1.752 0.001
Cl -1.720 -2.715 3.292 0.000
C -1.027 -2.915 0.675 0.004
O -0.376 -1.836 0.831 0.031
C -1.063 -3.634 -0.554 0.001
C -0.359 -3.181 -1.690 0.001
O 0.369 -2.177 -1.832 0.013
C -1.810 -4.835 -0.692 0.000
H -2.984 -5.087 2.455 0.000
H -0.484 -3.800 -2.587 0.000
H -1.824 -5.346 -1.647 0.000
C 1.847 1.064 -2.047 -0.041
C 2.923 0.435 -2.796 -0.002
C 4.260 0.597 -2.419 -0.009
C 5.286 0.058 -3.179 0.001
C 4.996 -0.669 -4.324 -0.011
C 3.672 -0.858 -4.702 0.001
C 2.650 -0.311 -3.948 -0.009
H 0.908 1.209 -2.557 -0.001
H 2.087 1.747 -1.244 -0.002
H 4.490 1.186 -1.539 0.000
H 6.316 0.213 -2.885 0.000
H 5.797 -1.077 -4.927 -0.001
H 3.443 -1.426 -5.595 0.000
H 1.618 -0.446 -4.252 0.000
```